Version i
Below is a 2-piece molecular cluster, C3H7N2O2P overall, with properties calculated with ωB97M-V/def2-TZVPD.

Properties
LUMO energy: 0.27 eV
HOMO-LUMO gap: 10.10 eV
SMILES: [H]/N=P/OCC.N=C=O

```
! RIJCOSX wB97M-V def2-TZVPD def2/J DEFGRID3
* xyz 0 1
H -1.01 2.10 -2.18
N -0.35 1.59 -1.73
P -0.87 1.01 -0.40
O 0.53 0.43 0.20
C 0.68 -0.31 1.38
C -0.49 -0.18 2.34
H 0.74 -1.35 1.10
H 1.51 0.26 1.87
H -0.34 -0.78 3.29
H -0.59 0.83 2.78
H -1.50 -0.40 1.88
N 0.86 -0.69 -3.27
C 0.15 -1.08 -2.39
O -0.47 -1.68 -1.60
H 1.15 0.23 -3.27
*
```

Results of the Löwdin charge analysis, in e, for atoms 1 through 8: -0.081, -0.239, 0.881, -0.409, -0.343, -0.158, 0.111, 0.137

***

Version ii
Below is one molecule with the formula C3H7N2O2P, with properties calculated with ωB97M-V/def2-TZVPD.

Properties
LUMO energy (spin up / spin down): -0.16 / 0.41 eV
HOMO-LUMO gap (spin up / spin down): 6.88 / 7.75 eV
SMILES: N/C=C/N=C\P(O)O

```
! RIJCOSX wB97M-V def2-TZVPD def2/J DEFGRID3
* xyz 0 1
N 0.64 0.57 2.81
C 0.38 0.37 1.50
C -0.76 -0.91 1.24
N -1.11 -1.31 0.09
C -0.51 -1.00 -1.03
P 0.72 0.22 -1.58
O -0.43 1.40 -1.35
O 0.45 0.00 -3.21
H 1.43 1.32 2.95
H 0.64 -0.28 3.27
H 0.23 1.08 0.77
H -1.02 -1.54 2.09
H -1.16 -1.14 -2.00
H -0.53 1.98 -2.16
H 1.03 -0.77 -3.41
*
```

Results of the Löwdin charge analysis, in e, for atoms 1 through 8: 0.025, -0.108, -0.126, -0.074, -0.324, 0.755, -0.336, -0.335

***

Most favorable structure: version i. The second most favorable one is 304.5 kJ/mol above it.

***

Version i
Below is C4H11NO as an isolated structure, with properties calculated with ωB97M-V/def2-TZVPD.

Properties
LUMO energy: 0.84 eV
HOMO-LUMO gap: 8.78 eV

```
! RIJCOSX wB97M-V def2-TZVPD def2/J DEFGRID3
* xyz 0 1
C 0.21 0.45 1.44
C -0.60 -0.61 0.74
O 1.60 0.16 1.35
N -1.97 -0.31 0.67
H 2.09 0.80 1.87
H -2.50 -1.18 0.76
H -0.14 0.44 2.48
H -0.04 1.43 1.01
H -0.29 -1.62 1.02
C 0.19 -0.64 -1.07
C 0.42 0.71 -1.72
H 1.10 1.32 -1.12
H 0.86 0.59 -2.71
H -0.37 -1.34 -1.69
H 1.12 -1.12 -0.76
H -1.16 -0.31 -0.41
H -0.52 1.26 -1.84
*
```

Results of the Löwdin charge analysis, in e, for atoms 1 through 8: -0.248, -0.388, -0.070, -0.031, 0.090, 0.035, 0.127, 0.121

***

Version ii
Below is a 2-piece molecular cluster, C4H11NO overall, with properties calculated with ωB97M-V/def2-TZVPD.

Properties
LUMO energy: 0.90 eV
HOMO-LUMO gap: 11.00 eV
SMILES: CC(N)=O.CC

```
! RIJCOSX wB97M-V def2-TZVPD def2/J DEFGRID3
* xyz 0 1
C 0.23 -1.06 -0.97
C 1.29 -0.75 0.14
N 1.39 0.71 0.49
O 1.89 -1.59 0.67
H 0.38 -0.49 -1.81
H -0.71 -1.19 -0.77
H 0.41 -2.07 -1.23
H 1.89 0.89 1.26
H 1.17 1.20 -0.23
C -2.18 1.28 -0.79
C -1.98 0.92 0.70
H -3.15 1.53 -1.19
H -1.72 2.34 -0.88
H -1.57 0.65 -1.48
H -2.14 -0.12 0.82
H -2.61 1.65 1.38
H -0.91 1.07 0.92
*
```

Results of the Löwdin charge analysis, in e, for atoms 1 through 8: 0.011, -0.455, 0.175, 0.114, 0.053, -0.002, 0.080, 0.037

***

Most favorable structure: version ii. The second most favorable one is 260.6 kJ/mol above it.

***

Version i
Below is a 2-piece molecular cluster, C4H11NO overall, with properties calculated with ωB97M-V/def2-TZVPD.

Properties
LUMO energy: 1.01 eV
HOMO-LUMO gap: 9.82 eV
SMILES: CC=O.CCN

```
! RIJCOSX wB97M-V def2-TZVPD def2/J DEFGRID3
* xyz 0 1
C -2.25 -0.29 0.00
C -1.13 -0.62 -0.94
O -0.98 -0.20 -2.07
H -1.86 -0.30 1.02
H -3.08 -1.00 -0.06
H -2.59 0.73 -0.18
H -0.69 -1.77 -0.67
C 2.17 0.05 -0.14
C 0.77 -0.02 0.47
N 0.18 1.26 0.77
H 2.60 -0.94 -0.30
H 2.84 0.57 0.55
H 2.13 0.60 -1.08
H 0.76 -0.62 1.38
H 0.26 -1.01 -0.21
H 0.66 1.72 1.53
H 0.20 1.86 -0.05
*
```

Results of the Löwdin charge analysis, in e, for atoms 1 through 8: -0.060, -0.463, 0.027, 0.071, 0.086, 0.084, 0.150, -0.105

***

Version ii
Below is a 2-piece molecular cluster, C4H11NO overall, with properties calculated with ωB97M-V/def2-TZVPD.

Properties
LUMO energy: 0.86 eV
HOMO-LUMO gap: 9.93 eV
SMILES: C=CO.CNC

```
! RIJCOSX wB97M-V def2-TZVPD def2/J DEFGRID3
* xyz 0 1
C 2.39 1.81 1.12
C 1.36 1.76 0.27
O 1.17 1.22 -0.96
H 2.12 2.35 2.04
H 3.20 1.10 1.21
H 0.47 2.34 0.54
H 0.66 0.37 -0.89
C -0.76 -2.13 0.24
N -0.53 -0.86 -0.48
C -1.70 -0.04 -0.74
H 0.11 -2.80 0.12
H -0.73 -1.95 1.32
H -1.61 -2.63 -0.26
H 0.03 -1.14 -1.28
H -2.51 -0.51 -0.18
H -2.05 0.15 -1.76
H -1.61 0.97 -0.32
*
```

Results of the Löwdin charge analysis, in e, for atoms 1 through 8: 0.009, -0.310, -0.062, 0.047, 0.049, 0.098, 0.039, -0.107

***

Version iii
Below is one molecule with the formula C4H11NO, with properties calculated with ωB97M-V/def2-TZVPD.

Properties
LUMO energy: 1.10 eV
HOMO-LUMO gap: 9.77 eV
SMILES: CCCNCO

```
! RIJCOSX wB97M-V def2-TZVPD def2/J DEFGRID3
* xyz 0 1
C -0.03 1.19 2.31
C 0.79 0.60 1.16
C -0.04 -0.39 0.35
N 0.47 -0.53 -1.03
C -0.56 -1.02 -1.96
O -0.47 -0.31 -3.19
H 0.57 1.37 3.21
H -0.81 0.53 2.71
H -0.62 2.07 2.08
H 1.62 0.02 1.56
H 1.12 1.35 0.45
H 0.03 -1.42 0.77
H -1.14 -0.36 0.45
H 0.92 0.33 -1.34
H -0.45 -2.10 -2.11
H -1.56 -0.67 -1.65
H 0.17 -0.68 -3.77
*
```

Results of the Löwdin charge analysis, in e, for atoms 1 through 8: -0.118, -0.234, -0.276, -0.063, -0.285, -0.055, 0.064, 0.070

***

Most favorable structure: version iii. The second most favorable one is 115.4 kJ/mol above it.

***

Version i
Below is a 2-piece molecular cluster, C4H11NO overall, with properties calculated with ωB97M-V/def2-TZVPD.

Properties
LUMO energy: 0.77 eV
HOMO-LUMO gap: 9.68 eV
SMILES: C1CCNC1.O

```
! RIJCOSX wB97M-V def2-TZVPD def2/J DEFGRID3
* xyz 0 1
C -0.74 -1.43 1.00
C -0.93 0.10 1.14
C 0.50 0.55 0.75
N 1.26 -0.51 0.05
C 0.71 -1.70 0.68
H -1.37 -1.78 0.16
H -1.02 -2.03 1.89
H -1.18 0.17 2.21
H -1.75 0.57 0.56
H 1.16 0.88 1.58
H 0.38 1.40 0.05
H 2.24 -0.40 0.33
H 0.72 -2.61 0.04
H 1.21 -1.95 1.63
O -0.34 2.71 -4.37
H 0.14 3.51 -4.05
H -1.00 2.52 -3.67
*
```

Results of the Löwdin charge analysis, in e, for atoms 1 through 8: -0.213, -0.165, -0.235, -0.070, -0.279, 0.106, 0.109, 0.102

***

Version ii
Below is a 2-piece molecular cluster, C4H11NO overall, with properties calculated with ωB97M-V/def2-TZVPD.

Properties
LUMO energy: 0.67 eV
HOMO-LUMO gap: 10.85 eV
SMILES: NC=O.CCC

```
! RIJCOSX wB97M-V def2-TZVPD def2/J DEFGRID3
* xyz 0 1
N -1.26 -3.19 -2.59
C 0.06 -2.87 -2.78
O 0.95 -3.68 -2.66
H -1.44 -3.93 -1.92
H -1.95 -2.48 -2.75
H 0.26 -1.80 -2.95
C 1.19 2.22 0.68
C 0.67 1.30 1.79
C -0.85 1.31 1.92
H 0.51 2.22 -0.18
H 2.17 1.94 0.30
H 1.23 3.26 1.01
H 1.12 1.64 2.72
H 1.03 0.28 1.61
H -1.10 0.67 2.77
H -1.23 2.32 1.97
H -1.35 0.80 1.09
*
```

Results of the Löwdin charge analysis, in e, for atoms 1 through 8: 0.101, -0.420, 0.015, 0.099, 0.084, 0.122, -0.133, -0.324

***

Most favorable structure: version ii. The second most favorable one is 86.6 kJ/mol above it.

***

Version i
Below is a 2-piece molecular cluster, C4H11NO overall, with properties calculated with ωB97M-V/def2-TZVPD.

Properties
LUMO energy: 0.83 eV
HOMO-LUMO gap: 8.79 eV
SMILES: CC(C)=CN.O

```
! RIJCOSX wB97M-V def2-TZVPD def2/J DEFGRID3
* xyz 0 1
C -0.22 -0.98 -1.49
C 0.00 0.20 -0.57
C -1.04 1.26 -0.55
C 1.18 0.38 0.06
N 2.23 -0.54 -0.13
H 0.29 -0.82 -2.44
H -1.29 -1.10 -1.62
H 0.18 -1.87 -1.00
H -1.21 1.62 -1.58
H -0.70 2.13 0.02
H -2.06 1.03 -0.25
H 1.41 1.14 0.78
H 3.03 -0.38 0.46
H 2.07 -1.53 -0.22
O -1.79 -0.13 2.22
H -1.02 0.00 1.61
H -1.50 -0.68 2.95
*
```

Results of the Löwdin charge analysis, in e, for atoms 1 through 8: -0.053, -0.386, -0.103, -0.173, 0.035, 0.088, 0.078, 0.063

***

Version ii
Below is a 2-piece molecular cluster, C4H11NO overall, with properties calculated with ωB97M-V/def2-TZVPD.

Properties
LUMO energy: 0.92 eV
HOMO-LUMO gap: 10.86 eV
SMILES: [H]/N=C(\C)CC.O

```
! RIJCOSX wB97M-V def2-TZVPD def2/J DEFGRID3
* xyz 0 1
H 0.00 -2.49 0.29
N 0.35 -1.60 -0.07
C -0.50 -0.67 -0.13
C -1.95 -0.81 0.23
C -0.01 0.65 -0.87
C 0.15 1.79 0.13
H -2.31 0.10 0.71
H -2.11 -1.64 0.91
H -2.55 -0.97 -0.67
H -0.79 0.86 -1.60
H 0.92 0.50 -1.41
H 0.96 1.57 0.82
H -0.76 1.94 0.70
H 0.39 2.70 -0.40
O 2.83 -0.27 0.54
H 3.46 -0.99 0.39
H 1.94 -0.68 0.44
*
```

Results of the Löwdin charge analysis, in e, for atoms 1 through 8: 0.069, 0.110, -0.399, -0.036, -0.194, -0.104, 0.073, 0.078

***

Most favorable structure: version ii. The second most favorable one is 38.5 kJ/mol above it.

***

Version i
Below is C22H41BF6MoN6O5PS4 as an isolated structure, with properties calculated with ωB97M-V/def2-TZVPD.

Properties
<S²>: 2.030
LUMO energy (spin up / spin down): -3.43 / -2.92 eV
HOMO-LUMO gap (spin up / spin down): 7.12 / 8.22 eV

```
! RIJCOSX wB97M-V def2-TZVPD def2/J DEFGRID3
* xyz 1 3
Mo -0.06 -0.98 0.50
F 0.11 -5.53 3.86
C -0.63 -4.44 3.84
F -1.70 -4.64 3.09
F -1.01 -4.14 5.07
S 0.39 -3.01 3.16
O -0.54 -2.39 2.19
O 0.80 -2.23 4.28
N 1.62 -3.61 2.39
S 1.33 -3.98 0.87
O 0.31 -4.95 0.66
O 1.29 -2.77 0.04
C 2.95 -4.76 0.42
F 3.16 -5.80 1.20
F 3.94 -3.90 0.55
F 2.87 -5.15 -0.85
C -0.80 -1.77 -3.63
N -2.06 -1.35 -3.06
C -3.04 -0.65 -3.71
C -4.05 -0.49 -2.82
N -3.70 -1.09 -1.64
B -4.74 -1.04 -0.45
N -4.17 -1.55 0.91
C -4.85 -2.43 1.71
C -4.30 -2.38 2.95
N -3.29 -1.45 2.90
C -2.51 -1.01 4.04
C -3.22 -0.97 1.65
S -2.13 0.23 1.04
C -2.48 -1.61 -1.80
S -1.56 -2.59 -0.71
H -0.70 -1.29 -4.60
H -0.78 -2.85 -3.76
H 0.02 -1.48 -2.98
H -2.94 -0.33 -4.73
H -5.00 0.00 -2.93
H -5.67 -1.73 -0.74
H -5.04 0.12 -0.33
H -5.66 -3.01 1.33
H -4.54 -2.91 3.86
H -2.35 -1.85 4.71
H -3.04 -0.22 4.57
H -1.55 -0.63 3.70
O 2.78 -1.01 1.81
H 2.80 -1.74 2.44
H 3.48 -1.20 1.19
C 3.73 2.74 -1.68
C 3.06 1.69 -0.79
C 3.29 0.29 -1.40
C 3.77 1.72 0.58
P 1.24 2.00 -0.56
N 0.59 0.59 0.00
C 0.91 3.32 0.71
C -0.58 3.73 0.66
C 1.19 2.79 2.12
C 1.74 4.58 0.45
C 0.36 2.32 -2.18
C 0.86 1.30 -3.22
C 0.57 3.74 -2.72
C -1.14 2.05 -2.03
H 4.79 2.52 -1.71
H 3.61 3.76 -1.30
H 3.37 2.72 -2.71
H 4.31 -0.01 -1.16
H 3.21 0.30 -2.48
H 2.61 -0.46 -1.01
H 4.80 1.40 0.41
H 3.32 1.04 1.30
H 3.81 2.72 1.00
H -1.25 2.89 0.80
H -0.84 4.26 -0.25
H -0.74 4.41 1.50
H 0.75 1.80 2.29
H 0.72 3.47 2.83
H 2.24 2.74 2.36
H 1.59 5.00 -0.54
H 2.81 4.43 0.61
H 1.42 5.34 1.17
H 1.88 1.49 -3.55
H 0.22 1.39 -4.10
H 0.79 0.28 -2.86
H 1.61 4.01 -2.84
H 0.08 4.49 -2.11
H 0.11 3.79 -3.71
H -1.35 1.03 -1.67
H -1.59 2.14 -3.02
H -1.66 2.75 -1.38
*
```

Results of the Löwdin charge analysis, in e, for atoms 1 through 8: 1.221, 0.171, -0.665, 0.164, 0.153, 0.635, -0.510, -0.226

***

Version ii
Below is C22H41BF6MoN6O5PS4 as an isolated structure, with properties calculated with ωB97M-V/def2-TZVPD.

Properties
<S²>: 2.026
LUMO energy (spin up / spin down): -3.38 / -3.23 eV
HOMO-LUMO gap (spin up / spin down): 6.52 / 7.52 eV

```
! RIJCOSX wB97M-V def2-TZVPD def2/J DEFGRID3
* xyz 1 3
Mo -0.58 0.30 -0.01
F 3.78 2.00 0.68
C 2.75 2.31 1.45
F 1.84 2.95 0.70
F 3.15 3.13 2.41
S 1.95 0.73 2.08
O 1.32 0.28 0.84
O 2.97 -0.10 2.57
N 0.95 1.19 3.20
S -0.45 1.82 2.88
O -1.54 1.25 3.58
O -0.64 2.05 1.46
C -0.32 3.58 3.51
F 0.04 3.63 4.78
F 0.57 4.26 2.79
F -1.50 4.17 3.38
C -1.13 -4.58 -2.26
N -2.05 -3.85 -1.44
C -3.28 -4.26 -1.01
C -3.84 -3.22 -0.33
N -2.95 -2.17 -0.35
B -3.29 -0.82 0.30
N -3.35 -0.96 1.79
C -4.45 -0.94 2.62
C -4.04 -1.19 3.88
N -2.68 -1.37 3.84
C -1.80 -1.58 4.96
C -2.28 -1.20 2.57
S -0.66 -1.24 2.05
C -1.86 -2.58 -1.03
S -0.44 -1.71 -1.41
H -1.47 -5.61 -2.35
H -0.14 -4.55 -1.81
H -1.06 -4.12 -3.25
H -3.64 -5.25 -1.19
H -4.78 -3.14 0.17
H -4.29 -0.38 -0.15
H -2.24 0.00 0.04
H -5.43 -0.76 2.23
H -4.59 -1.27 4.79
H -2.38 -1.52 5.88
H -1.03 -0.81 4.96
H -1.32 -2.56 4.88
O 2.11 -0.17 -1.66
H 2.86 -0.25 -1.05
H 2.16 -0.91 -2.27
C -3.20 2.26 -4.78
C -2.33 1.45 -3.83
C -3.15 0.35 -3.16
C -1.22 0.74 -4.60
P -1.45 2.50 -2.47
N -0.95 1.52 -1.34
C 0.08 3.40 -3.19
C 0.52 4.43 -2.15
C 1.23 2.40 -3.35
C -0.22 4.12 -4.50
C -2.66 3.74 -1.64
C -3.92 2.94 -1.30
C -3.05 4.93 -2.51
C -2.05 4.22 -0.32
H -3.53 1.61 -5.60
H -2.66 3.09 -5.22
H -4.09 2.64 -4.30
H -3.47 -0.36 -3.93
H -4.04 0.72 -2.66
H -2.53 -0.18 -2.44
H -1.66 -0.03 -5.24
H -0.54 0.26 -3.91
H -0.68 1.42 -5.25
H 0.63 3.97 -1.17
H -0.19 5.26 -2.08
H 1.48 4.85 -2.44
H 1.28 1.74 -2.48
H 2.17 2.95 -3.42
H 1.14 1.80 -4.24
H -1.13 4.71 -4.44
H -0.32 3.43 -5.34
H 0.60 4.79 -4.74
H -4.49 2.69 -2.19
H -4.56 3.53 -0.65
H -3.64 2.03 -0.76
H -3.45 4.61 -3.47
H -2.22 5.61 -2.68
H -3.83 5.50 -2.00
H -1.49 3.41 0.14
H -2.85 4.51 0.36
H -1.40 5.08 -0.45
*
```

Results of the Löwdin charge analysis, in e, for atoms 1 through 8: 1.219, 0.164, -0.655, 0.119, 0.175, 0.612, -0.544, -0.199

***

Most favorable structure: version i. The second most favorable one is 13.8 kJ/mol above it.